Below is a structure of composition C4H12O12V3 at a distorted geometry, with properties calculated with wB97M-V/def2-TZVPD.

- E_HOMO (eV) = -13.40
- strongest force on any atom (eV/Å) = 3.9
- 2S+1 = 1
- net charge = +1
- Kohn-Sham gap (eV) = 7.1
- DFT total energy (eV) = -105968.6050

Last column: Mulliken charge in e.
Positions of all 31 atoms, in Å:
O  -1.71928  3.15397  0.78023  -0.49
V  -0.39828  2.42285  1.31902  1.42
O  0.51776  3.39933  2.11345  -0.45
O  1.40561  -2.62530  4.21531  -0.48
V  1.22893  -1.12187  3.65684  1.17
O  2.06570  -0.19384  4.65357  -0.45
O  -2.40883  -3.29065  0.96099  -0.53
V  -2.00423  -1.87557  0.52188  1.25
O  -2.96941  -1.34608  -0.62703  -0.43
C  -0.11658  -0.26347  1.54463  2.27
O  -0.79894  0.10991  0.56338  -0.75
O  0.64614  0.52156  2.13442  -0.96
O  -0.39123  -1.43439  2.01410  -0.87
O  2.88799  -1.38702  2.04110  -0.49
H  3.17208  -0.88653  1.26194  0.33
H  3.07038  -2.31708  1.83601  0.36
O  -3.32010  -1.08523  2.28442  -0.49
H  -3.76435  -1.94097  2.40999  0.35
H  -3.65688  -0.49246  2.96728  0.30
C  -0.72192  1.12579  -3.02592  -1.07
C  0.60686  0.42310  -3.02826  0.71
C  1.70508  1.21975  -3.67915  -1.48
O  1.08550  0.22338  -1.64779  -0.51
H  -1.13255  1.04523  -4.03630  0.38
H  -0.70631  2.18618  -2.79041  0.26
H  -1.35204  0.52493  -2.36105  0.28
H  0.66771  -0.58474  -3.45293  0.16
H  1.46525  1.61330  -4.67098  0.37
H  2.68572  0.74965  -3.76722  0.36
H  1.92293  2.12344  -3.09474  0.33
H  0.32728  0.00283  -1.09680  0.16

***

Below is a cluster of 3 separate species, C4H12O2 in total at a distorted geometry, with properties calculated with wB97M-V/def2-TZVPD.

- E_HOMO (spin up / spin down) (eV) = 1.03 / -5.91
- strongest force on any atom (eV/Å) = 1.4
- 2S+1 = 2
- net charge = -1
- Kohn-Sham gap (spin up / spin down) (eV) = 2.8 / 9.7
- DFT total energy (eV) = -8436.0646

Last column: Mulliken charge in e.
Positions of all 18 atoms, in Å:
C  0.15910  -0.01902  1.39713  -2.71
C  0.05747  -0.06524  -0.10748  3.63
C  0.07600  1.10045  -0.79893  -2.16
C  -0.31919  -1.35285  -0.77289  -3.39
H  0.82901  0.76815  1.70983  0.39
H  -0.81594  0.19556  1.86009  0.68
H  0.56191  -0.94167  1.81381  0.27
H  -0.17407  1.09231  -1.85206  0.67
H  0.19313  2.01966  -0.25691  0.83
H  -0.50672  -1.17995  -1.82758  0.12
H  0.45104  -2.10070  -0.68615  0.67
H  -1.26029  -1.75735  -0.37361  0.70
H  2.49942  0.21280  -0.42271  0.18
H  3.94796  -0.34093  -0.30304  0.35
O  3.31422  0.26064  0.10362  -0.85
H  -3.40585  1.31800  0.41887  0.71
H  -2.32506  0.39740  -0.06089  -0.21
O  -3.28213  0.39275  0.15889  -0.87

***

Below is a cluster of 3 separate species, C4H12O2 in total at a distorted geometry, with properties calculated with wB97M-V/def2-TZVPD.

- SMILES = C=CCC.O.O
- E_HOMO (eV) = -9.72
- strongest force on any atom (eV/Å) = 1.9
- 2S+1 = 1
- Kohn-Sham gap (eV) = 10.5
- DFT total energy (eV) = -8436.2513

Last column: Mulliken charge in e.
Positions of all 18 atoms, in Å:
C  -1.49367  0.05698  -0.88574  -0.71
C  -0.50060  0.85708  -0.57870  -0.10
C  0.54425  1.29338  -1.57579  -0.44
C  -0.02379  2.10766  -2.74116  -1.04
H  -2.28854  -0.27259  -0.22762  0.27
H  -1.48869  -0.52331  -1.80653  0.25
H  -0.31455  1.38035  0.35676  0.28
H  1.37230  1.87233  -1.17496  0.33
H  1.03350  0.38827  -1.95401  0.25
H  -0.18615  3.17842  -2.61003  0.32
H  0.54803  1.97387  -3.66227  0.29
H  -1.03625  1.78951  -3.02122  0.31
O  -3.05082  -3.94050  4.12105  -0.64
H  -3.35397  -3.04224  4.13963  0.32
H  -2.78926  -4.20616  3.21881  0.32
O  4.07076  -1.29228  2.72575  -0.62
H  4.65261  -0.79881  2.15821  0.31
H  4.30485  -0.82198  3.51780  0.31

***

> Which formula does entry 3 have?

C4H12O2

***

> strongest force on any atom of number 2 (C4H12O2)?

1.4 eV/Å

***

> Which of these has the highest DFT total energy?

number 2